--- one ---
ORCA calculation (ωB97M-V/def2-TZVPD) on the molecule C23H19ClN2O2S.

As for the SMILES: O=c1cc(CN2CCOc3c(Cl)cc(-c4csc5ccccc45)cc3C2)cc[nH]1. Its HOMO-LUMO gap is 8.779 eV.

Geometry (Å):
1 O 5.56408 1.95404 0.41694
2 C 4.60636 2.35116 -0.16775
3 C 3.32133 1.78184 -0.08853
4 C 2.37929 2.06474 -1.01766
5 C 1.04196 1.36858 -1.08833
6 N 0.89732 0.74671 -2.37057
7 C 1.91959 -0.24291 -2.79381
8 C 1.83712 -1.71723 -2.38467
9 O 0.59706 -2.36880 -2.57845
10 C -0.41259 -1.98712 -1.79418
11 C -1.01943 -2.98335 -1.03528
12 Cl -0.63642 -4.64628 -1.26873
13 C -1.98233 -2.70271 0.00473
14 C -2.34147 -1.32441 0.25544
15 C -3.23866 -1.01947 1.40726
16 C -4.53990 -0.69686 1.19757
17 S -5.43005 -0.27692 2.56699
18 C -4.01326 -0.61687 3.51012
19 C -3.90017 -0.44402 4.87007
20 C -2.67275 -0.73869 5.48945
21 C -1.61946 -1.17735 4.63629
22 C -1.70502 -1.27096 3.28177
23 C -2.94526 -1.04706 2.75592
24 C -1.78415 -0.37751 -0.64798
25 C -0.91633 -0.69341 -1.72732
26 C -0.52220 0.26372 -2.68444
27 C 2.76443 3.17386 -1.95647
28 C 3.87180 3.90132 -1.84208
29 N 4.80052 3.34029 -1.04303
30 H 3.13448 1.12389 0.79030
31 H 0.32965 2.14993 -0.99839
32 H 1.11764 0.68189 -0.34177
33 H 2.01077 -0.06919 -3.87162
34 H 2.88255 0.13555 -2.43646
35 H 2.67190 -2.32053 -2.87758
36 H 2.06276 -1.81988 -1.29047
37 H -2.43403 -3.51725 0.53657
38 H -4.97578 -0.50778 0.18344
39 H -4.75934 -0.10139 5.48296
40 H -2.66475 -0.54242 6.61410
41 H -0.67343 -1.41381 5.23669
42 H -0.73478 -1.42880 2.76935
43 H -2.10091 0.70839 -0.70415
44 H -0.48444 -0.17680 -3.70269
45 H -1.26570 1.01380 -2.92159
46 H 2.06389 3.27794 -2.75242
47 H 4.12362 4.68117 -2.57097
48 H 5.77447 3.51099 -1.04855


--- two ---
ORCA calculation (ωB97M-V/def2-TZVPD) on the molecule C23H19ClN2O2S.

As for the SMILES: O=c1cc(CN2CCOc3c(Cl)cc(-c4csc5ccccc45)cc3C2)cc[nH]1. Its HOMO-LUMO gap is 8.004 eV.

Geometry (Å):
1 O -5.34203 3.74444 -1.22529
2 C -4.38162 3.81449 -0.54616
3 C -3.25250 2.97234 -0.64177
4 C -2.23472 2.89006 0.31506
5 C -1.09515 1.91673 0.11326
6 N -1.55464 0.68284 -0.53490
7 C -2.40042 -0.18620 0.41007
8 C -2.73248 -1.55695 -0.09985
9 O -1.64112 -2.59571 0.02494
10 C -0.33983 -2.20772 0.27509
11 C 0.47373 -3.05622 1.07808
12 Cl 0.22322 -4.78716 1.46521
13 C 1.68966 -2.59812 1.53602
14 C 2.14123 -1.25605 1.23044
15 C 3.38638 -0.80266 1.79308
16 C 3.61291 -0.87904 3.15863
17 S 5.11958 -0.25431 3.75176
18 C 5.57300 0.12171 2.07240
19 C 6.87414 0.68876 1.69468
20 C 7.18294 0.74719 0.28992
21 C 6.16803 0.33650 -0.53181
22 C 4.91691 -0.14465 -0.14441
23 C 4.60863 -0.21072 1.19936
24 C 1.47400 -0.47834 0.30124
25 C 0.23539 -0.96658 -0.16958
26 C -0.42776 -0.11937 -1.19035
27 C -2.12040 4.02947 1.16104
28 C -3.31398 4.80156 1.27800
29 N -4.51130 4.38838 0.64874
30 H -3.25264 2.20666 -1.44754
31 H -0.62674 1.70518 1.11009
32 H -0.31496 2.45979 -0.41842
33 H -3.27649 0.32569 0.74629
34 H -1.85359 -0.33473 1.41699
35 H -3.61191 -1.96067 0.44548
36 H -3.09129 -1.32458 -1.13267
37 H 2.34550 -3.07175 2.16893
38 H 2.74865 -1.23018 3.72347
39 H 7.67827 0.94567 2.25426
40 H 8.05344 1.14030 -0.11473
41 H 6.37105 0.24698 -1.59087
42 H 4.09202 -0.28696 -0.81081
43 H 1.74709 0.52318 -0.01539
44 H -0.72093 -0.69251 -2.10372
45 H 0.34700 0.60951 -1.59137
46 H -1.10437 4.17361 1.64962
47 H -3.17037 5.82103 1.71380
48 H -5.29107 5.10960 0.68418


Most stable: one. Least stable: two.


--- one ---
ORCA calculation (ωB97M-V/def2-TZVPD) on the molecule C7H11IN2.

As for the SMILES: CC(C)(C)n1cncc1I. Its HOMO-LUMO gap is 8.626 eV.

Geometry (Å):
1 C 1.17598 -0.84106 -1.24307
2 C 0.69951 0.17645 -0.17911
3 C 1.79670 0.33104 0.87141
4 C 0.43920 1.58680 -0.87157
5 N -0.57410 -0.31427 0.46450
6 C -0.78588 -0.77949 1.68853
7 N -2.07600 -0.98977 1.98028
8 C -2.87509 -0.78173 0.86709
9 C -2.23084 -0.42969 -0.27028
10 I -2.62747 -0.06614 -2.25131
11 H 1.99923 -1.52959 -1.02386
12 H 0.28550 -1.41841 -1.39764
13 H 1.42026 -0.07947 -2.12105
14 H 2.19471 -0.63187 1.06856
15 H 2.52477 0.84032 0.32428
16 H 1.30589 0.88236 1.62057
17 H -0.06031 2.12563 -0.04753
18 H 1.31103 2.21449 -1.08820
19 H -0.13245 1.51739 -1.76230
20 H 0.07728 -0.66136 2.39578
21 H -3.86790 -1.15160 0.97491


--- two ---
ORCA calculation (ωB97M-V/def2-TZVPD) on a structure of composition C7H11IN2.

Its HOMO-LUMO gap is 8.868 eV.

Geometry (Å):
1 C 0.16754 1.19438 -1.61263
2 C 1.08230 0.01201 -1.76881
3 C -0.32035 -0.17186 -1.33721
4 C -0.74713 -0.40113 0.12215
5 C -0.09607 0.19138 1.32242
6 C -2.41691 0.64780 0.35550
7 C -0.01869 -0.85698 2.44179
8 N -0.88060 1.32638 1.83363
9 N -1.96104 1.53244 1.32294
10 I -4.06215 -0.57398 0.87679
11 H 0.36243 1.82526 -0.87534
12 H 0.02120 1.60432 -2.52636
13 H 1.40859 -0.40833 -2.71962
14 H 2.01402 -0.03743 -1.10170
15 H -0.89499 -0.60839 -2.01532
16 H -0.90221 -1.47696 0.37808
17 H 0.95720 0.43658 0.96207
18 H -2.49778 1.26009 -0.49496
19 H 0.86292 -1.39784 2.39127
20 H -1.01174 -1.37208 2.53519
21 H 0.14719 -0.48918 3.49825


Most stable: one. Least stable: two.


--- one ---
ORCA calculation (ωB97M-V/def2-TZVPD) on a structure of composition C6H72NO30.

Its total charge is +1. Its HOMO-LUMO gap is 7.586 eV.

Geometry (Å):
1 C -0.40977 1.95051 -2.11561
2 O -0.81315 0.85760 -1.27878
3 C -0.46252 -0.43992 -1.92443
4 C -0.69086 -1.63038 -0.97029
5 N 0.24223 -1.67374 0.16743
6 H 0.11118 -2.61307 0.57535
7 H 1.09732 -1.63097 -0.33535
8 C 0.09530 -0.53437 1.13898
9 C 1.11298 -0.68185 2.20324
10 O 1.12714 0.45044 2.95999
11 C 1.46954 0.28277 4.31108
12 H 0.64706 2.03255 -2.14933
13 H -0.66672 3.00152 -1.78411
14 H -1.07455 1.93858 -2.97781
15 H 0.49826 -0.44377 -2.26167
16 H -1.12500 -0.51273 -2.71584
17 H -0.45271 -2.49495 -1.54137
18 H -1.81634 -1.70415 -0.61932
19 H -0.79128 -0.41636 1.59007
20 H 0.09356 0.36512 0.62411
21 H 2.00681 -0.74981 1.74497
22 H 0.74558 -1.64832 2.81355
23 H 0.95095 -0.56554 4.75171
24 H 1.30172 1.34647 4.71764
25 H 2.48855 0.07037 4.32299
26 O -0.48307 -4.56931 -4.04985
27 H -0.13715 -5.38470 -4.46411
28 H -0.42926 -4.82613 -3.13803
29 O 1.36479 1.58288 7.32028
30 H 1.40266 0.91187 8.14671
31 H 2.25652 2.15596 7.40791
32 O -1.64176 -0.04387 -5.82300
33 H -1.25902 -0.59970 -5.17993
34 H -2.48283 0.24499 -5.32284
35 O 4.67120 -1.44771 0.67289
36 H 5.46330 -1.88779 0.56150
37 H 4.09059 -1.95301 1.39869
38 O 2.19115 2.50376 1.67325
39 H 2.84752 2.86929 2.29209
40 H 1.87347 1.67055 2.04308
41 O -3.28654 3.85578 -3.94527
42 H -3.81747 3.05170 -4.41472
43 H -2.40771 3.67214 -4.22642
44 O -2.74437 1.80610 0.44683
45 H -2.11465 1.42934 -0.20529
46 H -3.26326 2.43675 -0.04754
47 O -1.88103 5.17919 0.73936
48 H -1.91003 5.23437 1.63062
49 H -1.06960 4.72361 0.59292
50 O -0.78081 -0.47669 7.13972
51 H -0.39597 0.52784 7.20206
52 H -0.63309 -1.07283 6.35318
53 O 2.79056 4.37791 -1.37927
54 H 1.97259 4.10357 -1.00894
55 H 3.08544 3.67260 -1.95510
56 O -0.90388 -2.25073 -4.61831
57 H -1.76992 -1.95218 -4.26372
58 H -1.18555 -3.16392 -5.07881
59 O 1.75195 -4.10040 4.52897
60 H 2.41287 -3.61271 4.23657
61 H 2.28093 -4.57947 5.18978
62 O -4.22139 -2.94613 -0.98801
63 H -4.42371 -2.21432 -0.64327
64 H -4.77023 -3.63895 -0.84401
65 O -1.33170 -3.34287 2.08749
66 H -2.23755 -3.09602 2.45409
67 H -1.08270 -4.10544 2.51995
68 O 4.34648 1.16107 2.10654
69 H 4.50421 1.54284 1.23267
70 H 4.17407 0.26154 1.68449
71 O -3.94189 0.77288 -4.66394
72 H -4.83720 0.67236 -4.98785
73 H -3.69293 0.05292 -4.00511
74 O -3.41739 -1.73879 -3.36964
75 H -3.61646 -2.08134 -2.42424
76 H -3.93716 -2.30442 -3.90622
77 O 2.13659 -1.16595 -1.13634
78 H 1.72991 -1.40578 -2.02564
79 H 3.09484 -1.34842 -0.93480
80 O 0.78002 -2.76117 -3.31168
81 H 0.64938 -3.67179 -2.99267
82 H -0.01355 -2.67467 -3.78625
83 O 0.68556 4.46138 0.33165
84 H 0.81518 3.64010 0.91125
85 H 1.35716 5.05250 0.68134
86 O -0.44784 -2.64257 5.61187
87 H -1.12814 -3.37484 5.83095
88 H 0.18781 -3.19765 5.06254
89 O -0.68925 5.83080 -2.54890
90 H -0.00251 6.57727 -2.37294
91 H -1.53559 6.09589 -2.34948
92 O 0.67137 -4.30944 0.38190
93 H 1.58910 -4.40271 0.82281
94 H 0.91627 -4.67222 -0.36704
95 O 3.07629 2.38261 -2.51698
96 H 3.56975 1.64804 -2.08392
97 H 2.25127 2.04830 -2.95226
98 O -2.33201 -0.39092 3.75291
99 H -2.11802 0.57759 3.57106
100 H -2.94942 -0.80744 4.50410
101 O -3.58976 3.99064 -1.18058
102 H -3.17160 4.18746 -2.02954
103 H -3.12499 4.47352 -0.35129
104 O 3.18292 -2.73465 2.87507
105 H 3.40274 -3.59182 2.54109
106 H 3.91342 -2.50140 3.54222
107 O 1.28942 2.19709 -4.78683
108 H 1.68037 1.73988 -5.64631
109 H 1.06495 3.10996 -5.00269


--- two ---
ORCA calculation (ωB97M-V/def2-TZVPD) on a structure of composition C6H72NO30.

Its total charge is +1. Its HOMO-LUMO gap is 8.583 eV.

Geometry (Å):
1 C -37.16514 -9.64044 7.28747
2 O -38.12616 -10.44944 6.55316
3 C -38.62471 -9.79489 5.31509
4 C -40.02749 -10.32524 4.99095
5 N -40.73091 -9.77383 3.77017
6 H -41.74241 -10.07314 3.79005
7 H -40.82846 -8.73073 3.87094
8 C -40.48428 -10.34642 2.50859
9 C -41.50385 -9.94361 1.49210
10 O -41.39011 -10.65070 0.26759
11 C -42.64768 -10.67059 -0.43822
12 H -37.62067 -8.62896 7.72195
13 H -36.40866 -9.32014 6.52689
14 H -36.54902 -10.05053 8.12536
15 H -37.96756 -9.95678 4.50746
16 H -38.62297 -8.62695 5.42595
17 H -40.53234 -10.22143 5.88494
18 H -39.95128 -11.44867 4.89090
19 H -40.62746 -11.47921 2.66436
20 H -39.53273 -10.03471 2.04690
21 H -41.46263 -9.03156 1.49795
22 H -42.57199 -10.07890 1.88562
23 H -43.15716 -11.39127 0.27402
24 H -42.56928 -11.31389 -1.37923
25 H -43.05066 -9.63137 -0.63066
26 O -37.39941 -10.78203 11.07517
27 H -36.94370 -9.96979 11.59097
28 H -38.09392 -10.48366 10.58079
29 O -33.75807 -10.77556 9.36701
30 H -33.12386 -11.27451 9.08031
31 H -34.54847 -11.45866 9.20023
32 O -42.29413 -12.96324 -2.63706
33 H -42.52841 -13.77698 -2.24487
34 H -43.05243 -12.54339 -3.16230
35 O -44.34741 -13.78821 1.95923
36 H -43.38937 -13.50214 2.14011
37 H -44.31090 -14.00285 0.98040
38 O -40.36113 -6.81748 5.04554
39 H -40.41238 -5.81048 4.96424
40 H -41.03055 -7.12698 5.63430
41 O -43.91142 -14.27734 -0.04896
42 H -44.62536 -13.58321 -0.03599
43 H -44.53373 -14.85078 -0.62184
44 O -42.88432 -10.04397 7.81353
45 H -42.48906 -10.82775 7.63937
46 H -43.64063 -10.39774 8.10700
47 O -45.84117 -12.04684 -0.66364
48 H -46.72712 -12.05144 -0.95449
49 H -45.65132 -11.19316 -0.12298
50 O -43.32490 -8.53406 3.95248
51 H -43.93239 -8.14147 3.27451
52 H -43.88353 -9.07316 4.53159
53 O -34.37068 -10.87618 5.58992
54 H -34.10084 -9.94330 5.93807
55 H -34.27419 -10.66126 4.59657
56 O -37.44764 -5.71835 5.65746
57 H -38.18076 -6.00042 6.26100
58 H -37.50049 -4.76002 5.58264
59 O -39.32130 -6.73490 0.79713
60 H -38.83189 -7.34683 0.16000
61 H -39.21549 -7.15306 1.66353
62 O -41.38635 -14.35924 2.17774
63 H -41.38394 -15.38583 2.47092
64 H -40.46863 -14.17139 2.24841
65 O -44.39940 -7.71782 1.14843
66 H -43.92609 -7.66030 0.30583
67 H -44.81010 -6.81640 1.33518
68 O -35.79742 -7.66595 9.32779
69 H -35.32883 -6.80739 9.36786
70 H -35.23523 -8.20925 9.85010
71 O -38.05254 -6.20600 9.41594
72 H -37.62606 -5.21277 9.50608
73 H -37.16457 -6.59521 9.72636
74 O -42.28957 -12.22509 4.13115
75 H -41.87733 -12.83195 4.74118
76 H -43.17983 -12.09358 4.42666
77 O -39.72217 -10.68690 8.79466
78 H -39.84957 -9.67624 8.85452
79 H -39.28002 -10.74667 7.99748
80 O -36.08161 -12.43918 9.25447
81 H -36.61537 -12.00752 9.82679
82 H -35.79192 -13.28789 9.53104
83 O -38.83903 -7.45246 2.51783
84 H -39.28264 -6.83306 3.00009
85 H -38.02478 -7.39565 2.90183
86 O -40.12877 -7.90072 8.62816
87 H -39.32775 -7.39476 9.02982
88 H -40.63773 -8.24356 9.36097
89 O -44.87066 -11.85495 -3.20951
90 H -45.61821 -12.26744 -3.58279
91 H -45.18560 -11.95800 -2.20528
92 O -36.46143 -13.24943 6.56447
93 H -36.12332 -12.89746 7.30944
94 H -37.33865 -13.11311 6.89963
95 O -45.87627 -9.60058 -0.09638
96 H -46.58701 -9.58156 0.66195
97 H -45.44758 -9.01149 0.43201
98 O -41.00116 -8.55204 -1.97353
99 H -41.21713 -8.91745 -2.89977
100 H -40.15904 -8.68165 -1.63213
101 O -34.07866 -8.04730 6.96325
102 H -34.51867 -7.90236 7.91849
103 H -33.12542 -8.07741 7.08066
104 O -43.11008 -7.41328 -0.55852
105 H -42.42600 -8.10653 -0.96531
106 H -43.86808 -7.21971 -1.33095
107 O -38.90598 -13.76561 3.31504
108 H -38.39776 -13.00773 3.22901
109 H -38.34534 -14.28372 3.71060


Most stable: one. Least stable: two.


--- one ---
ORCA calculation (ωB97M-V/def2-TZVPD) on the molecule C8H18O2.

As for the SMILES: CC(C)(C)OOC(C)(C)C. Its HOMO-LUMO gap is 9.605 eV.

Geometry (Å):
1 C 0.17189 -1.54384 -2.15976
2 C -0.52425 -0.16899 -1.67731
3 C -1.99159 -0.25037 -1.06678
4 C -0.67641 0.72474 -2.95164
5 O 0.23920 0.32031 -0.56756
6 O -0.25784 -0.25526 0.60230
7 C 0.61481 0.29399 1.72728
8 C 0.50325 1.78607 1.81775
9 C 1.97924 -0.37894 1.46469
10 C 0.01235 -0.40882 2.89782
11 H 0.36214 -2.18799 -1.26793
12 H -0.64480 -2.06063 -2.80806
13 H 1.03465 -1.24554 -2.76482
14 H -2.04977 0.70351 -0.44774
15 H -2.20640 -1.07474 -0.38537
16 H -2.73312 -0.43166 -1.96705
17 H -1.15858 0.15234 -3.74344
18 H 0.20653 1.12616 -3.41497
19 H -1.29656 1.61432 -2.67400
20 H 0.51051 2.26275 0.84516
21 H 1.37982 2.25237 2.34136
22 H -0.36053 2.17993 2.41409
23 H 2.07975 -1.42521 1.55771
24 H 2.21047 -0.27744 0.47028
25 H 2.78455 0.08682 2.04303
26 H -1.06114 -0.18408 2.97300
27 H 0.47365 -0.15644 3.87669
28 H 0.39819 -1.45336 2.86523


--- two ---
ORCA calculation (ωB97M-V/def2-TZVPD) on a structure of composition C8H18O2.

Its HOMO-LUMO gap is 8.246 eV.

Geometry (Å):
1 C 1.14553 0.45992 -0.05760
2 C -1.36357 -0.57441 0.27975
3 C 0.00301 0.22574 -0.88853
4 C 2.04320 1.55013 -1.47167
5 C 2.07316 -0.67863 0.27558
6 C -2.22975 -1.31024 -0.73418
7 C -0.85693 -1.53447 1.33935
8 C -2.13630 0.57234 0.91165
9 O 1.02838 1.31872 1.02060
10 O 3.25665 1.91839 -0.84887
11 H 0.36386 1.99563 0.81832
12 H 3.04003 2.23611 0.04214
13 H -0.54633 1.10497 -1.21951
14 H 0.15175 -0.52863 -1.65521
15 H 2.26675 0.97544 -2.36926
16 H 1.44065 2.43701 -1.68900
17 H 1.97638 -1.49714 -0.43860
18 H 3.10679 -0.31905 0.25356
19 H 1.90814 -1.04944 1.28855
20 H -3.12508 -1.74910 -0.26609
21 H -2.57911 -0.64145 -1.52807
22 H -1.68295 -2.13479 -1.20424
23 H -0.25799 -1.02598 2.10055
24 H -1.68929 -2.01756 1.87728
25 H -0.26793 -2.34782 0.90458
26 H -2.46928 1.30004 0.16173
27 H -3.04761 0.22030 1.42130
28 H -1.55217 1.09396 1.67590


Most stable: two. Least stable: one.